13
Properties=species:S:1:pos:R:3:lowdin_charge:R:1 method="wB97M-V/def2-TZVPD" lumo_energy_ev=0.78 e_tot_ev=-30318.730 homo_energy_ev=-8.43 total_charge=0 gap_ev=9.21
C -0.989 -1.525 -1.880 -0.39
C -0.188 0.269 -0.143 -0.49
C 0.215 1.225 0.687 -0.81
C 1.020 0.960 1.900 -0.16
H -1.235 -2.027 -0.888 0.05
H 0.089 -1.765 -2.291 0.06
H -1.742 -1.832 -2.673 0.04
H 0.194 -0.628 0.170 0.03
H 0.376 1.173 2.860 0.16
H 2.028 1.455 1.905 0.13
F 1.434 -0.442 1.898 -0.11
S -0.934 0.366 -1.787 0.79
Cl -0.268 2.771 0.243 0.71

=====

12
Properties=species:S:1:pos:R:3:lowdin_charge:R:1 method="wB97M-V/def2-TZVPD" lumo_energy_ev=0.74 e_tot_ev=-18255.333 homo_energy_ev=-9.70 total_charge=0 smiles="CC1=N[C@@]1(C)Cl" gap_ev=10.43
C -0.900 0.114 -0.256 -0.73
C 0.315 -0.790 -0.198 -0.24
C -0.794 1.590 -0.381 -0.14
C 1.452 -1.373 0.587 0.00
N -0.275 -0.661 -1.328 0.17
Cl -2.694 -0.221 0.319 0.46
H -1.394 1.953 -1.123 0.04
H 0.328 1.894 -0.469 0.12
H -1.010 1.997 0.616 0.07
H 2.152 -1.527 -0.100 0.02
H 1.082 -2.382 1.054 0.14
H 1.737 -0.593 1.280 0.08

=====

14
Properties=species:S:1:pos:R:3:lowdin_charge:R:1 method="wB97M-V/def2-TZVPD" lumo_energy_ev=0.59 e_tot_ev=-29035.804 homo_energy_ev=-8.30 total_charge=0 smiles="CN1C=CC=NP1Cl" gap_ev=8.89
C -1.351 -0.070 -1.363 -0.09
C -0.190 -0.075 -0.655 -0.10
C -2.605 -0.163 -0.705 -0.31
C 1.107 -0.048 1.454 -0.15
N -2.873 -0.493 0.494 -0.11
N -0.142 -0.262 0.728 -0.39
P -1.410 -0.670 1.811 0.58
Cl -1.685 0.972 2.964 0.16
H -1.279 -0.055 -2.386 0.07
H 0.675 0.009 -1.160 0.08
H -3.383 -0.060 -1.367 0.07
H 1.133 -0.531 2.407 0.06
H 1.813 -0.481 0.874 0.05
H 1.436 0.933 1.667 0.08

=====

15
Properties=species:S:1:pos:R:3:lowdin_charge:R:1 method="wB97M-V/def2-TZVPD" lumo_energy_ev=0.41 e_tot_ev=-23284.689 homo_energy_ev=-9.15 total_charge=0 gap_ev=9.56
C 0.507 -0.938 1.026 -0.63
C 1.945 0.575 0.020 -0.53
C -0.714 -0.116 0.998 -0.14
C -0.641 0.546 -0.396 -0.43
N 1.761 -0.311 0.881 0.05
N 0.430 1.116 -0.696 0.20
N -1.757 0.384 -1.174 0.16
O 2.788 1.115 -0.589 0.11
Cl 0.358 -2.131 -0.438 0.53
H 0.706 -1.586 1.891 0.11
H -1.560 -0.664 1.305 0.10
H -0.620 0.627 1.815 0.14
H 0.709 1.289 -1.587 0.09
H -1.605 0.593 -2.113 0.08
H -2.307 -0.499 -0.944 0.15

=====

16
Properties=species:S:1:pos:R:3:lowdin_charge:R:1 method="wB97M-V/def2-TZVPD" lumo_energy_ev=-0.07 e_tot_ev=-25329.388 homo_energy_ev=-8.63 total_charge=0 smiles="Cn1cncc1Cl.O=NO" gap_ev=8.55
C -0.433 1.057 -1.614 -0.19
C -1.675 -0.315 -0.573 -0.19
C -0.206 1.204 -0.277 -0.73
C -0.782 0.021 1.790 -0.05
N -1.476 0.207 -1.751 0.06
N -0.876 0.209 0.381 -0.16
N 1.990 -1.124 0.335 -0.09
O 1.742 -1.741 -0.890 0.00
O 2.963 -0.452 0.412 0.01
Cl 1.017 2.199 0.372 0.71
H -0.060 1.549 -2.523 0.11
H -2.309 -1.145 -0.283 0.13
H 2.288 -1.393 -1.607 0.10
H -0.978 -1.017 1.876 0.07
H 0.360 0.094 2.114 0.12
H -1.567 0.646 2.238 0.10

=====

17
Properties=species:S:1:pos:R:3:lowdin_charge:R:1 method="wB97M-V/def2-TZVPD" lumo_energy_ev=-6.14 e_tot_ev=-26808.917 homo_energy_ev=-13.83 total_charge=+1 gap_ev=7.69
C -0.942 0.219 0.110 -0.21
C -2.380 0.588 0.084 -0.27
C 2.331 -1.506 -0.333 -0.13
C 2.539 -0.204 0.210 -0.48
N -0.817 -1.063 -0.225 0.15
N -2.988 -0.500 -0.283 0.16
N -2.938 1.783 0.398 0.21
N 0.310 0.658 0.340 -0.01
O 0.424 1.865 0.637 0.04
O -2.031 -1.470 -0.382 0.00
Cl 3.120 1.051 -0.746 0.88
H 2.717 -1.584 -1.443 0.14
H 1.274 -1.805 -0.330 0.07
H 2.918 -2.324 0.258 0.15
H 2.624 -0.052 1.274 0.10
H -2.274 2.482 0.312 0.08
H -3.888 1.860 0.118 0.12